3 unconnected molecules or ions with the total composition C23H33BrF16O7 in a non-equilibrium geometry, computed with ωB97M-V with the def2-TZVPD basis set.

Each line ends with the Löwdin charge.
CARTESIAN COORDINATES (ANGSTROEM)
C 0.4802 2.5253 3.5511  -0.081
C 0.9479 1.0777 3.8546  -0.191
C 0.7188 0.1108 2.6858  -0.177
O 1.9018 -0.5925 2.3220  -0.044
C 2.2984 -0.4614 0.9878  -0.506
C 1.2747 -1.0607 0.0280  -0.078
C 1.1551 -2.5731 0.1237  -0.055
C 0.0390 -3.0341 -0.7747  -0.553
O 0.0724 -4.0139 -1.3592  0.191
O -1.0581 -2.2135 -0.8988  0.063
C 3.6580 -1.1722 0.9237  -0.127
O 4.4000 -0.8489 -0.2217  -0.138
C 4.3062 -1.7900 -1.2612  -0.091
O 2.4328 0.8624 0.5463  -0.051
C 3.3493 1.6423 1.2754  -0.247
C 3.1056 3.0814 0.8151  -0.695
Br 4.4439 4.2419 1.6036  0.715
C 3.0632 3.1472 -0.7092  -0.260
C 1.6328 3.2790 -1.2598  -0.079
H 1.3208 3.1922 3.4572  0.058
H -0.1372 2.5484 2.6666  0.065
H -0.1379 2.8551 4.3714  0.064
H 0.4108 0.7443 4.7276  0.096
H 1.9913 1.1156 4.1383  0.101
H 0.0197 -0.6312 3.0561  0.121
H 0.2512 0.6400 1.8705  0.110
H 1.5966 -0.7450 -0.9559  0.129
H 0.3105 -0.6020 0.1639  0.113
H 0.9505 -2.9122 1.1314  0.144
H 2.0255 -3.0387 -0.2930  0.103
H -1.0963 -1.9066 -1.8073  0.120
H 4.2330 -0.8241 1.7718  0.136
H 3.5556 -2.2404 1.0697  0.128
H 5.1127 -1.6180 -1.9542  0.089
H 3.3821 -1.6671 -1.8210  0.081
H 4.3645 -2.8135 -0.9054  0.091
H 3.1943 1.6188 2.3449  0.108
H 4.3738 1.4181 1.0052  0.118
H 2.1216 3.3321 1.1712  0.067
H 3.4915 2.2673 -1.1579  0.107
H 3.5984 4.0223 -1.0367  0.080
H 0.8847 3.4289 -0.4888  0.070
H 1.5571 4.1135 -1.9434  0.066
H 1.3216 2.4128 -1.8241  0.053
F -4.2935 -3.9186 4.4094  0.088
C -3.4736 -4.2830 5.4199  -0.294
F -3.4284 -3.2586 6.3074  0.096
C -2.0645 -4.5723 4.9100  -0.444
F -1.5042 -3.4501 4.4064  0.126
F -1.3155 -4.9333 5.9898  0.108
C -1.9458 -5.7065 3.8836  -0.051
O -1.9089 -5.3184 2.5276  0.051
C -3.1064 -5.0887 1.8866  -0.533
F -4.1455 -5.5030 2.6421  0.135
F -3.1047 -5.8406 0.7675  0.156
C -3.2524 -3.6258 1.4795  -0.272
F -3.1754 -2.8141 2.5581  0.091
F -4.4615 -3.4192 0.9073  0.104
H -3.8921 -5.1583 5.9258  0.175
H -0.9762 -6.1681 4.0612  0.150
H -2.6788 -6.4936 4.0604  0.147
H -2.4719 -3.3378 0.7736  0.154
F -1.7090 2.7841 -3.6175  0.087
C -1.2151 1.9029 -4.5146  -0.293
F -0.0144 1.4725 -4.0501  0.087
C -1.0270 2.5482 -5.8844  -0.445
F -0.0949 3.5227 -5.8220  0.134
F -0.5339 1.5858 -6.7144  0.108
C -2.2990 3.0991 -6.5417  -0.050
O -2.5330 4.4818 -6.3811  0.054
C -3.1447 4.9018 -5.2228  -0.538
F -3.6208 3.8531 -4.5208  0.136
F -4.2066 5.6517 -5.5867  0.151
C -2.2166 5.7706 -4.3761  -0.277
F -1.0946 5.0926 -4.0558  0.092
F -2.8414 6.1094 -3.2250  0.102
H -1.8880 1.0423 -4.5747  0.174
H -2.1616 2.9685 -7.6134  0.151
H -3.1780 2.5067 -6.2874  0.147
H -1.9407 6.6778 -4.9181  0.177

Results
lowest unoccupied orbital energy = 0.12 eV
SMILES = CCCO[C@](CCC(=O)O)(COC)OC[C@@H](Br)CC.FC(F)C(F)(F)COC(F)(F)C(F)F.FC(F)C(F)(F)COC(F)(F)C(F)F


A molecular structure, C22H18N6Tl, computed with ωB97M-V with the def2-TZVPD basis set.

Each line ends with the Löwdin charge.
CARTESIAN COORDINATES (ANGSTROEM)
Tl -1.7525 3.6020 0.9802  0.855
N -4.3665 0.6628 0.6682  0.133
C -4.0899 1.2598 -0.5536  -0.288
C -4.8699 0.8408 -1.6441  0.003
C -4.6261 1.3749 -2.8846  -0.039
C -3.6087 2.3169 -3.0325  -0.049
C -2.9057 2.6742 -1.9098  -0.163
N -3.1325 2.1698 -0.6835  -0.002
C -3.8013 0.7378 1.9317  -0.292
C -4.3510 -0.1045 2.9134  0.004
C -3.8107 -0.1038 4.1745  -0.039
C -2.7272 0.7303 4.4515  -0.048
C -2.2636 1.5270 3.4360  -0.163
N -2.7814 1.5471 2.1932  -0.009
H -5.1287 0.0074 0.6189  0.137
H -5.6487 0.1030 -1.5026  0.120
H -5.2180 1.0631 -3.7344  0.121
H -3.3777 2.7596 -3.9895  0.114
H -2.1095 3.4086 -1.9766  0.089
H -5.1873 -0.7467 2.6698  0.120
H -4.2223 -0.7473 4.9401  0.121
H -2.2666 0.7601 5.4272  0.114
H -1.4265 2.1962 3.6065  0.091
N 4.4481 -0.6165 -0.8977  0.169
C 5.1133 -1.8021 -1.1221  -0.187
C 6.4275 -2.0904 -1.4780  -0.018
C 6.7454 -3.4244 -1.6195  -0.081
C 5.7931 -4.4389 -1.4148  -0.082
C 4.4944 -4.1470 -1.0622  -0.009
C 4.1515 -2.8016 -0.9140  -0.221
N 2.9413 -2.2300 -0.5765  0.184
C 3.1575 -0.9437 -0.5705  -0.284
C 2.1217 0.0398 -0.2573  -0.116
C 2.3442 1.4132 -0.2659  0.007
C 1.2979 2.2632 0.0415  -0.144
N 0.0739 1.8353 0.3483  -0.065
C -0.1402 0.5143 0.3530  -0.123
C 0.8398 -0.4094 0.0622  0.018
H 4.8437 0.3040 -0.9576  0.153
H 7.1649 -1.3150 -1.6371  0.111
H 7.7541 -3.7004 -1.8956  0.106
H 6.0948 -5.4700 -1.5396  0.104
H 3.7571 -4.9218 -0.9044  0.114
H 3.3084 1.8392 -0.5058  0.112
H 1.4505 3.3371 0.0406  0.106
H -1.1452 0.1963 0.5987  0.097
H 0.6346 -1.4699 0.0746  0.119

Results
lowest unoccupied orbital energy = -2.67 eV
charge = +1


4 unconnected molecules or ions with the total composition C22H38BClF10NO12PS2 in a non-equilibrium geometry, computed with ωB97M-V with the def2-TZVPD basis set.

Each line ends with the Löwdin charge.
CARTESIAN COORDINATES (ANGSTROEM)
C 4.0668 -0.9870 2.6671  -0.043
C 2.7080 -0.5671 2.1330  -0.186
O 1.9914 -1.6688 1.5400  0.054
B 2.1145 -1.9135 0.2209  -0.679
O 3.2726 -1.6273 -0.4750  0.179
C 0.9131 -2.6206 -0.6220  -0.217
P 0.5186 -1.2790 -1.8302  0.510
O -0.8855 -1.1007 -2.1901  -0.227
O 1.4992 -1.5637 -3.0272  -0.057
O 1.0959 0.0403 -1.0912  -0.100
O 1.5565 -3.7913 -1.2199  0.077
C 1.5663 -4.7623 -0.2811  -0.533
O 2.3713 -5.6187 -0.2548  0.188
C 0.3825 -4.5576 0.7173  -0.596
Cl -0.5559 -6.0412 0.6044  0.837
S 1.0758 -4.5692 2.4620  0.642
O 0.9966 -5.8841 2.9877  -0.260
O 0.5105 -3.5004 3.2078  -0.226
F 2.5767 -4.2890 2.2050  -0.102
C -0.2851 -3.2409 0.1162  -0.431
N -1.2075 -3.6905 -0.9192  0.092
C -1.0304 -2.2876 1.0394  -0.094
C -2.1696 -2.9147 1.8558  -0.039
C -3.5813 -2.7175 1.2844  -0.453
F -3.5609 -2.2620 0.0159  0.119
F -4.2236 -3.9199 1.2751  0.108
C -4.3895 -1.7524 2.1913  -0.434
F -3.6336 -0.7040 2.5401  0.129
F -4.6826 -2.4216 3.3114  0.135
S -6.0094 -1.0584 1.4547  0.775
F -5.9453 0.2058 2.4173  -0.148
F -5.1946 -0.2607 0.3659  -0.115
F -6.1735 -2.3002 0.4956  -0.115
F -6.8843 -1.8071 2.5465  -0.135
F -7.3443 -0.4617 0.8490  -0.116
H 4.0701 -2.0539 2.8733  0.082
H 4.8393 -0.8184 1.9191  0.078
H 4.3208 -0.4210 3.5584  0.079
H 2.7804 0.2468 1.4123  0.119
H 2.0826 -0.2230 2.9537  0.126
H 3.3318 -0.7151 -0.7762  0.108
H 1.9429 -0.7426 -3.3025  0.072
H 0.5171 0.2184 -0.3349  0.102
H -2.0452 -4.1083 -0.5424  0.069
H -0.7920 -4.3463 -1.5661  0.097
H -1.3462 -1.4141 0.4705  0.127
H -0.3065 -1.9240 1.7611  0.101
H -2.0098 -3.9898 1.9126  0.113
H -2.1133 -2.5540 2.8764  0.129
C 5.2986 1.4744 -5.1817  -0.160
C 4.1132 2.2412 -5.7661  -0.161
C 2.9367 1.3839 -5.3241  -0.187
O 3.3254 0.7897 -4.0783  -0.170
C 4.7277 0.9846 -3.8589  -0.192
H 6.1934 2.0805 -5.0522  0.112
H 5.5501 0.6272 -5.8229  0.116
H 4.0501 3.2319 -5.3087  0.100
H 4.1594 2.3645 -6.8467  0.116
H 2.7344 0.5841 -6.0433  0.122
H 2.0210 1.9563 -5.1765  0.121
H 4.8543 1.7338 -3.0707  0.120
H 5.1708 0.0469 -3.5226  0.121
C 4.5014 6.7004 -5.7131  -0.170
C 3.2774 7.4839 -5.2429  -0.168
C 2.7608 6.5990 -4.1155  -0.205
O 3.9073 5.9604 -3.5482  -0.147
C 5.0391 6.1561 -4.3963  -0.213
H 5.2321 7.3031 -6.2497  0.111
H 4.1921 5.8796 -6.3647  0.107
H 3.5832 8.4561 -4.8511  0.114
H 2.5351 7.6496 -6.0218  0.112
H 2.0830 5.8271 -4.4965  0.114
H 2.2428 7.1585 -3.3365  0.116
H 5.7159 6.8717 -3.9175  0.118
H 5.5667 5.2075 -4.5123  0.106
C -6.2532 -0.0255 5.6009  -0.174
C -7.4141 0.3527 6.5177  -0.164
C -6.7644 0.2586 7.8924  -0.207
O -5.3876 0.5937 7.7119  -0.140
C -5.0716 0.6118 6.3191  -0.202
H -6.3624 0.3124 4.5770  0.086
H -6.1372 -1.1123 5.5823  0.115
H -7.7280 1.3797 6.3176  0.114
H -8.2841 -0.2940 6.4166  0.112
H -6.8257 -0.7604 8.2903  0.116
H -7.2055 0.9400 8.6206  0.115
H -4.9352 1.6532 6.0062  0.118
H -4.1340 0.0778 6.1581  0.115

Results
lowest unoccupied orbital energy = 0.09 eV
SMILES = CCOB(O)[C@@]1(P(=O)(O)O)OC(=O)[C@@](Cl)(S(=O)(=O)F)[C@@]1(N)CCC(F)(F)C(F)(F)S(F)(F)(F)(F)F.C1CCOC1.C1CCOC1.C1CCOC1


C5H5ClN2O2 in the gas phase in a non-equilibrium geometry, computed with ωB97M-V with the def2-TZVPD basis set.

Each line ends with the Löwdin charge.
CARTESIAN COORDINATES (ANGSTROEM)
O -1.7197 1.7507 1.1593  0.082
N -1.4940 0.6102 0.8462  -0.397
O -2.2636 -0.2544 0.6845  0.116
C 0.0068 0.2300 0.9081  -0.188
C 0.8125 1.1695 -0.0276  -0.181
N 0.7931 0.8709 -1.3782  0.060
C 0.5576 -0.2761 -1.7665  -0.145
C 0.2932 -1.4092 -0.8899  -0.044
C 0.1889 -1.1672 0.4322  -0.649
Cl -0.0584 -2.4742 1.4916  0.747
H 0.0790 0.4808 1.9322  0.140
H 0.4566 2.2573 -0.0198  0.154
H 1.7393 1.0558 0.5027  0.129
H 0.3371 -0.4141 -2.7507  0.087
H 0.2713 -2.4297 -1.1239  0.089

Results
lowest unoccupied orbital energy = -0.34 eV
SMILES = O=[N+]([O-])[C@@H]1CN=CC=C1Cl
energy above the lowest of the compared OMol25 structures with the same formula, charge and spin = 5.118 eV